1.
C37H49MgN5O2P2Si as an isolated structure in a non-equilibrium geometry, computed with ωB97M-V/def2-TZVPD.

XYZ file:
```
97
Properties=species:S:1:pos:R:3:forces:R:3
P -1.453859 1.809855 0.814071 -0.25 0.25 -0.05
P 1.497434 2.750607 -0.638402 0.21 0.03 0.05
Si -0.463123 -0.087022 -3.857032 0.07 0.09 -0.18
Mg -0.139509 -0.638431 -0.259381 -0.39 0.55 -0.35
O 2.741124 -1.292312 2.323267 -0.14 0.07 -0.12
O 1.574136 -0.645694 0.507355 0.50 -0.31 0.85
N -0.696004 -0.721263 -2.265370 -0.06 -0.37 0.17
N -0.711565 -1.325153 1.735696 0.17 0.00 0.34
N 1.081831 5.078961 0.770432 0.19 -0.16 -0.02
N -0.467622 -2.564044 -0.931323 -0.16 -0.57 -0.33
N -1.286393 4.275064 1.969734 -0.13 -0.21 -0.14
C -2.297442 1.584884 2.430350 0.12 0.00 -0.10
C -2.069095 0.291013 -4.760659 -0.10 0.02 -0.04
C 4.117206 3.583710 0.324768 -0.06 -0.05 -0.02
C -3.597874 0.993630 -0.699621 0.04 -0.02 -0.02
C -4.242756 -2.149257 2.081530 -0.04 0.01 0.00
C 0.979616 7.173384 1.937675 -0.01 0.03 -0.02
C 0.394159 -1.562075 3.847832 0.02 -0.01 0.09
C 0.301690 8.012063 2.773176 0.01 -0.01 0.04
C -3.236459 -2.245234 4.269745 -0.02 -0.02 0.02
C -1.471895 6.397849 3.072564 0.00 -0.05 0.03
C 3.768295 1.251129 -0.474275 -0.12 -0.05 -0.09
C -1.979164 -1.921949 3.706549 0.04 0.03 0.03
C -1.085041 -4.773518 -1.542248 0.00 -0.01 -0.08
C -2.868693 2.294881 -0.343036 0.18 -0.08 -0.07
C -3.880240 3.292084 0.214653 0.00 -0.07 0.06
C -4.344507 -2.348327 3.477047 0.02 -0.01 0.03
C 0.575037 -1.275498 -4.880218 -0.02 -0.14 0.00
C -1.893328 -1.679772 2.321209 0.12 -0.03 -0.04
C 2.754430 1.997893 1.708860 0.02 0.07 0.01
C 2.005273 4.001580 -1.891654 -0.10 -0.07 0.09
C 3.121419 2.425438 0.278123 -0.17 -0.09 0.03
C 0.388701 -1.312090 2.461044 -0.25 0.01 -0.17
C -0.652203 3.476733 1.146149 0.09 0.04 0.04
C -3.044419 -1.824987 1.513675 0.06 0.05 -0.07
C -1.618410 -4.276333 -2.736035 0.02 0.01 0.06
C -0.943283 7.628229 3.331748 0.00 0.01 -0.02
C -0.907336 -2.061843 -2.117977 -0.08 -0.01 -0.07
C 0.055248 -4.331288 0.658206 -0.06 0.09 -0.06
C -0.787040 -1.832741 4.468376 -0.07 -0.03 0.00
C -0.775657 5.503855 2.222714 0.04 0.04 0.00
C -2.214123 2.848562 -1.613368 0.00 -0.01 0.08
C 1.708042 -1.062962 1.716491 0.12 0.03 -0.10
C -1.540946 -2.938634 -3.036349 0.00 0.08 0.01
C 0.585030 3.890104 0.526151 -0.01 -0.01 0.05
C -0.521742 -3.878251 -0.655922 -0.07 0.18 -0.01
C 0.436214 5.903006 1.630731 -0.08 -0.02 -0.03
C 0.514630 1.506672 -3.851250 0.07 0.05 0.08
H -5.124353 -2.256770 1.460829 0.04 -0.01 0.02
H 1.499054 1.360790 -3.393454 -0.11 0.04 -0.05
H -4.578870 3.559902 -0.586125 0.01 -0.03 0.07
H -3.088900 0.840512 2.341641 0.02 -0.01 -0.03
H -1.476940 8.324053 3.966806 0.03 -0.03 0.02
H 0.046492 -2.191463 -5.158266 0.10 0.09 -0.01
H 0.716555 8.981004 3.021635 -0.03 -0.01 -0.04
H -0.832111 -2.006457 5.537428 0.01 0.00 -0.01
H 2.745102 3.554808 -2.558091 -0.02 0.00 0.02
H -3.300014 -2.418786 5.338360 -0.01 0.01 -0.04
H 3.931988 1.499734 -1.528914 0.05 0.04 0.04
H -1.862127 0.463654 -5.823551 -0.05 0.00 0.10
H -1.680742 3.784605 -1.422556 -0.01 -0.02 -0.01
H 0.888814 -3.692756 0.945737 0.02 -0.02 0.01
H -5.303130 -2.599607 3.912894 0.02 0.01 -0.01
H 1.340521 -1.523433 4.368051 -0.01 -0.01 -0.02
H -2.416231 6.075746 3.496173 0.06 0.01 -0.03
H 4.740629 1.019704 -0.028041 -0.03 0.04 -0.01
H -2.917614 0.272143 -1.166078 -0.06 0.04 0.01
H -4.059955 0.538755 0.180509 0.01 0.00 -0.03
H -2.097375 -4.956406 -3.431412 0.02 0.02 -0.01
H 0.921871 -0.792108 -5.799440 -0.05 -0.02 0.07
H -1.564477 1.224616 3.156796 -0.05 0.00 -0.01
H -1.508607 2.122824 -2.021968 -0.05 0.04 0.02
H 2.589838 2.868978 2.349580 -0.01 0.01 -0.05
H -2.530956 1.201909 -4.360698 0.03 -0.11 -0.03
H 3.562991 1.399848 2.140956 -0.08 0.04 -0.03
H -2.706846 2.530398 2.772871 -0.05 0.03 0.05
H -3.415172 4.206274 0.574121 0.07 0.07 0.02
H 4.953420 3.292759 0.971608 -0.04 0.03 -0.07
H -2.942710 -1.686143 0.443536 -0.03 -0.01 0.01
H -1.108916 -5.830500 -1.312120 0.00 0.04 -0.01
H 1.457529 -1.566110 -4.298269 -0.06 0.01 -0.08
H -4.460790 2.859008 1.033948 0.05 0.04 -0.03
H 1.137631 4.275597 -2.493253 0.02 0.01 -0.01
H -2.807615 -0.513590 -4.688176 0.07 0.07 -0.01
H 3.144812 0.357280 -0.419906 0.18 0.17 -0.01
H 3.675563 4.491231 0.729310 -0.07 0.10 0.05
H 0.664140 1.816992 -4.892261 -0.01 -0.03 0.08
H -2.978985 3.048455 -2.370573 0.02 -0.02 0.03
H -1.956577 -2.544946 -3.955425 0.03 -0.06 0.06
H -0.700432 -4.289748 1.448306 0.03 0.03 -0.02
H 0.012891 2.323537 -3.329428 0.10 -0.05 -0.06
H -4.395582 1.211623 -1.418137 0.04 -0.01 0.04
H 1.850181 1.381830 1.725426 0.13 0.14 0.01
H 2.413871 4.892029 -1.419004 0.03 0.02 -0.02
H 0.410196 -5.357911 0.586535 -0.03 -0.02 0.00
H 4.524556 3.803934 -0.665226 -0.03 0.00 0.05
H 1.930048 7.446429 1.497138 -0.03 -0.01 -0.02
```
Positions in Å, forces in eV/Å.

For the HOMO-LUMO gap, the calculation gives 7.05 eV. The value obtained for the max |F| is 0.0201 hartree/bohr. The calculation puts the highest occupied orbital energy at -7.55 eV.

2.
C28H36N9O4RuS4 as an isolated structure in a non-equilibrium geometry, computed with ωB97M-V/def2-TZVPD.

XYZ file:
```
82
Properties=species:S:1:pos:R:3:forces:R:3
Ru 0.340345 0.209447 0.114071 -0.38 -1.36 -0.40
S 7.401385 1.343818 -3.188466 0.03 0.03 0.02
S 0.315442 -0.138409 2.475652 -0.08 0.70 0.13
S 2.919086 2.056624 1.924739 0.34 0.15 0.16
S 0.334775 2.545505 -0.133262 0.05 0.38 0.15
O 8.640882 1.570030 -2.494458 -0.04 -0.01 0.02
O 5.252436 -2.660805 1.440877 -0.01 0.04 -0.01
O 6.694376 -1.457889 0.370782 -0.03 0.02 0.01
O 6.527067 2.454644 -3.481623 0.02 -0.01 -0.03
N -0.515775 -7.262841 -0.887411 0.00 -0.01 0.00
N -2.202583 0.521006 1.591967 -0.07 0.03 0.11
N 2.467074 -0.183681 -0.287234 0.03 0.13 -0.01
N -1.599683 0.521785 0.382458 0.11 -0.05 0.04
N 4.631392 0.182423 -0.577530 0.06 -0.02 -0.11
N -0.096025 -1.975016 0.022204 0.37 -0.09 -0.29
N -1.914016 0.247049 3.826136 -0.11 -0.13 -0.01
N 5.554207 -1.733628 0.715902 0.03 -0.08 -0.01
N -0.290945 0.295891 -1.865038 0.00 0.41 -0.04
C 6.440545 0.163184 -2.255576 -0.01 -0.01 0.02
C 3.158919 -1.139399 0.385140 -0.05 0.02 0.03
C 3.380400 0.604846 -0.860326 -0.07 0.01 0.07
C 0.502019 5.103085 0.626800 0.05 0.05 0.00
C 0.379383 -4.240763 0.662299 0.00 0.03 0.07
C 6.604282 0.449428 -5.681545 0.01 -0.03 0.01
C 5.845810 0.854323 -1.029261 0.00 -0.03 0.04
C 1.094502 3.726499 0.833929 -0.11 -0.11 0.01
C 7.769646 0.488922 -4.706707 0.00 -0.06 -0.01
C -2.198610 0.870645 -3.178974 -0.04 0.00 -0.09
C -2.303878 0.813811 -0.670339 -0.05 0.04 -0.03
C -0.328289 -4.722679 -0.427070 -0.01 -0.10 -0.03
C 4.489322 -0.932522 0.217992 0.06 0.02 0.01
C -1.489719 0.603324 -4.337160 -0.03 0.01 0.03
C 3.129820 1.814522 -1.679710 -0.03 -0.02 -0.02
C -0.181803 0.151788 -4.242026 0.01 -0.02 -0.02
C -0.952219 -3.811081 -1.266062 -0.06 0.04 -0.02
C 0.376067 0.016508 -2.984331 0.01 0.09 0.01
C 0.455708 -2.872313 0.849635 -0.12 0.03 0.10
C -1.585688 0.698391 -1.942141 -0.01 -0.12 0.08
C 2.132960 3.528330 1.748972 0.00 -0.10 0.00
C -3.730843 1.934569 3.955790 0.01 0.02 0.01
C -3.324571 0.474508 4.100610 0.00 0.03 0.05
C -0.431231 -6.137078 -0.678910 0.00 0.05 0.01
C -0.807703 -2.461974 -1.004306 -0.09 -0.05 0.10
C -3.745751 1.201190 -0.619889 0.01 -0.01 -0.03
C 2.570020 4.662697 2.650936 0.02 0.01 -0.01
C -1.378281 0.237678 2.592603 0.09 -0.13 -0.14
H 2.040643 5.596784 2.472488 0.01 -0.02 0.01
H -3.931101 2.075296 -1.246392 0.01 0.00 0.00
H -3.923812 -0.155291 3.440035 -0.01 0.02 -0.03
H 3.638892 4.842038 2.530765 0.00 0.00 0.00
H -1.318025 -0.087780 4.562504 0.03 0.12 0.02
H 1.264188 5.825347 0.324472 0.00 0.00 0.03
H 7.087017 -0.665854 -1.972891 0.00 0.00 -0.03
H 3.369057 2.704876 -1.093029 0.00 0.00 0.00
H 1.395196 -0.323196 -2.848076 0.00 0.01 0.01
H -1.297734 -1.744287 -1.640630 0.01 0.00 -0.03
H 0.402102 -0.085735 -5.119949 -0.01 0.01 0.00
H 2.415564 4.371662 3.691241 0.00 0.00 0.00
H 0.859185 -4.912965 1.359225 0.00 0.02 0.00
H -3.117422 2.566441 4.599446 -0.01 0.00 0.00
H -3.602483 2.263879 2.926002 0.01 0.00 0.02
H -1.958032 0.735208 -5.303650 0.00 0.00 0.00
H -0.269512 5.075983 -0.139013 0.01 -0.01 -0.01
H 0.046970 5.471679 1.549329 -0.01 -0.01 -0.01
H 6.935073 0.035688 -6.633640 0.00 -0.01 0.01
H 8.628756 1.034041 -5.101346 -0.03 0.05 -0.01
H 2.699307 -1.912276 0.966500 0.01 -0.01 0.02
H -4.019128 1.435885 0.404000 0.00 -0.01 0.01
H -4.390937 0.390166 -0.970056 0.00 0.02 0.00
H -1.539705 -4.143133 -2.109974 0.00 0.02 0.00
H 3.731963 1.817151 -2.590633 0.01 0.00 0.01
H 5.651044 -0.192872 -2.920638 -0.02 0.04 0.02
H 6.215695 1.451252 -5.851602 0.00 0.00 -0.01
H 6.562277 0.876702 -0.215537 0.00 0.00 0.00
H -3.502205 0.143547 5.124299 0.01 -0.03 -0.01
H 5.791695 -0.178530 -5.313637 0.00 0.02 0.01
H -3.226525 1.200340 -3.226760 0.01 -0.01 0.01
H 8.119848 -0.503740 -4.417592 0.02 0.01 -0.01
H -4.776134 2.066433 4.240616 0.00 -0.01 -0.02
H 2.074950 1.875898 -1.922382 0.00 0.00 -0.04
H 0.937695 -2.462266 1.724683 0.03 -0.01 0.00
H 5.567763 1.876479 -1.271192 0.00 0.02 0.01
```
Positions in Å, forces in eV/Å.

Its spin multiplicity is 2. For the HOMO-LUMO gap (alpha / beta), the calculation gives 5.47 / 6.16 eV. The value obtained for the max |F| is 0.0286 hartree/bohr. The calculation puts the highest occupied orbital energy (alpha / beta) at -6.21 / -6.93 eV.

3.
C33H38Cl2N4O6PTi as an isolated structure, computed with ωB97M-V/def2-TZVPD.

XYZ file:
```
85
Properties=species:S:1:pos:R:3:forces:R:3
Ti 0.597017 -0.400620 -0.736953 0.66 0.39 -0.36
Cl 1.124906 -4.515184 -6.268537 0.00 -0.02 -0.02
Cl 3.948558 -0.309421 -4.407953 -0.04 -0.05 -0.01
P -0.164028 0.232915 3.803864 0.02 0.04 0.07
O 0.723319 -0.755436 4.749379 0.03 -0.03 -0.02
O 0.152079 1.546298 4.724397 -0.04 -0.03 0.04
O 1.117889 -1.979238 0.332098 -0.08 0.06 0.23
O -1.687752 -0.149655 4.282733 0.07 0.11 0.03
O 1.719051 -0.191963 -2.345955 0.00 -0.06 0.12
O 1.550294 0.872326 0.419668 -0.33 -0.31 -0.12
N -1.418762 1.298126 -3.017245 -0.03 -0.06 0.03
N -1.282552 -0.298266 0.360857 0.00 0.15 0.08
N 1.034736 3.051871 -1.286691 0.01 -0.10 -0.16
N -0.314410 -1.743511 -2.111481 0.08 0.08 0.07
C -1.207154 2.560469 -3.713614 0.06 -0.02 -0.01
C -1.676392 -3.440914 2.160470 -0.06 -0.03 0.04
C -0.035398 2.822719 4.118386 0.00 -0.02 -0.15
C 1.298980 -3.223821 -5.098062 0.01 0.12 0.10
C -0.835590 -3.876240 -3.920399 -0.06 -0.05 0.01
C 3.375614 2.211846 3.229535 -0.08 -0.10 -0.04
C -1.785455 0.306032 -4.023818 0.02 0.06 0.04
C 3.433558 3.564667 2.906186 0.03 0.14 -0.02
C -2.014734 -0.262993 5.667731 -0.04 -0.06 -0.01
C 0.324988 -3.067235 -4.090851 -0.10 0.01 -0.13
C 1.772274 3.639176 -0.445842 0.12 0.05 0.12
C 0.522852 -2.007388 -3.184674 0.25 0.14 0.12
C 2.758012 1.310489 2.384997 0.07 0.04 0.11
C 2.395892 -2.394028 -5.194274 -0.06 -0.06 -0.02
C -0.689631 3.757967 -2.925800 0.00 0.04 0.06
C -2.445778 1.387981 -1.981807 0.06 0.06 0.00
C 2.560008 -1.361095 -4.277562 0.10 0.22 -0.03
C 2.240500 3.103944 0.837771 -0.09 -0.13 -0.02
C 2.883611 3.984095 1.707252 0.04 0.00 0.06
C -1.683989 -3.584696 -2.848223 0.06 0.07 0.02
C -1.407281 -2.554648 -1.978020 -0.02 -0.13 -0.12
C 1.640867 -1.134496 -3.259121 -0.35 -0.33 -0.04
C -2.085752 0.921765 0.508523 -0.12 0.14 -0.02
C 1.171155 -1.978668 4.155201 -0.04 -0.04 -0.01
C 0.890702 -4.053571 1.370229 0.15 -0.26 0.00
C -0.966692 -2.502530 1.392720 0.12 -0.15 0.01
C -1.144641 -4.659157 2.511893 -0.05 -0.02 0.03
C -1.629254 -1.246419 1.147007 -0.08 -0.16 0.08
C 2.145781 1.725069 1.184150 0.02 0.15 -0.17
C 0.161254 -4.958033 2.100520 0.00 0.10 -0.04
C -1.916990 1.904595 -0.632262 -0.14 -0.08 -0.09
C 0.790597 3.735896 -2.539152 -0.06 -0.06 0.04
C 0.364159 -2.801536 0.983029 -0.12 0.10 -0.02
H 1.870989 -2.430948 4.854242 0.00 0.00 0.02
H -2.433879 2.824882 -0.344230 0.02 0.01 0.01
H 3.924833 4.269757 3.564517 -0.02 0.00 -0.01
H -3.141438 0.646195 0.622908 -0.01 -0.01 0.01
H 1.679511 -1.794197 3.207748 0.00 0.03 -0.03
H 2.737383 0.253733 2.620814 -0.05 0.00 -0.02
H -2.025146 -0.642685 -3.552488 0.02 -0.02 0.00
H -2.573432 -4.179531 -2.678123 0.00 0.00 0.00
H 0.400881 2.856575 3.114158 -0.02 -0.02 0.07
H 3.813870 1.858056 4.155951 0.00 -0.01 -0.02
H -2.851291 0.382844 -1.841081 0.04 -0.03 -0.01
H -2.538831 -1.111026 1.739977 -0.03 0.03 0.03
H 2.955631 5.028242 1.416574 0.00 -0.01 0.01
H -1.292637 3.942410 -2.033520 -0.01 0.03 -0.05
H 1.903240 -4.278224 1.058722 -0.01 0.03 -0.02
H -1.716767 -5.368968 3.094274 -0.01 0.02 0.00
H -3.284832 2.016706 -2.331573 -0.04 -0.03 0.00
H 1.164235 4.771235 -2.499631 0.05 0.01 0.01
H -1.097741 3.074368 4.063062 -0.02 0.01 0.00
H -3.080655 -0.063234 5.769555 0.00 -0.01 -0.01
H -1.782331 1.414153 1.438588 0.07 -0.04 0.03
H 0.340970 -2.666214 3.975412 0.02 0.03 0.04
H -2.065021 -2.350000 -1.145834 0.00 0.02 0.01
H -2.656554 0.635980 -4.617507 -0.01 0.00 -0.01
H -1.453917 0.452122 6.269509 0.01 0.02 -0.02
H -0.861272 2.156025 -0.729941 0.03 -0.03 0.01
H 0.473640 3.553326 4.741986 0.01 0.00 0.02
H -1.040491 -4.692869 -4.596558 0.02 0.01 0.01
H 1.355729 3.209855 -3.315403 -0.01 -0.01 -0.01
H -1.802872 -1.271899 6.024633 0.02 0.00 -0.02
H -2.678008 -3.174602 2.484151 0.01 -0.02 0.00
H 3.127550 -2.543705 -5.975562 0.00 0.01 0.01
H 0.608906 -5.909207 2.363918 -0.02 -0.01 0.01
H -0.493750 2.361340 -4.518849 -0.02 0.01 -0.02
H -2.156312 2.862637 -4.199686 -0.02 0.00 0.00
H -0.843468 4.622687 -3.577607 0.01 0.02 -0.01
H 2.153093 4.650872 -0.671710 0.01 0.01 0.04
H -0.946234 0.145828 -4.701693 0.00 -0.01 0.00
```
Positions in Å, forces in eV/Å.

Its spin multiplicity is 3. For the HOMO-LUMO gap (alpha / beta), the calculation gives 4.60 / 6.77 eV. The value obtained for the max |F| is 0.0165 hartree/bohr. The calculation puts the highest occupied orbital energy (alpha / beta) at -2.16 / -4.33 eV. The charge is -1.